The following is a DFT calculation (ωB97M-V/def2-TZVPD) of a single C5H6O2 molecule in a non-equilibrium geometry.

Last column: natural (NBO) charge in e.
CARTESIAN COORDINATES (ANGSTROEM)
H (1.55, -2.00, 0.02)  0.185
O (-0.25, -1.18, -0.24)  -0.505
C (1.06, 1.18, -0.05)  0.171
O (1.75, 0.06, -0.26)  -0.486
H (1.63, 2.07, 0.02)  0.190
C (-2.37, -0.03, -0.06)  -0.459
H (-2.99, -0.95, -0.06)  0.220
C (-1.03, -0.01, 0.04)  0.254
H (1.03, -1.09, 1.40)  0.163
C (-0.27, 1.22, 0.12)  -0.381
H (-0.81, 2.13, 0.36)  0.233
H (-2.93, 0.97, 0.07)  0.208
C (1.03, -1.06, 0.32)  0.207

Properties
Relative energy (zero: lowest compared OMol25 entry of this formula, charge and spin) ... 176.7 kJ/mol
SMILES ... C=C1C=COCO1
Total charge ... 0
LUMO level ... 0.9827 eV
HOMO energy ... -8.4 eV



The following is a DFT calculation (ωB97M-V/def2-TZVPD) of 2 unconnected molecules or ions with the total composition C3H4ClFN2 in a non-equilibrium geometry.

Last column: natural (NBO) charge in e.
CARTESIAN COORDINATES (ANGSTROEM)
N (-0.23, -0.78, -0.19)  -0.498
H (-1.13, -0.15, -1.95)  0.211
H (-0.23, 1.24, -1.05)  0.213
C (1.33, 0.37, 0.59)  0.332
F (0.76, 1.33, 1.23)  -0.296
N (-1.19, -2.05, 1.66)  -0.383
C (-0.78, -1.51, 0.73)  0.387
Cl (2.15, 1.00, -0.78)  0.049
H (-1.79, 0.53, -0.58)  0.198
C (-0.85, 0.27, -0.98)  -0.428
H (1.96, -0.25, 1.33)  0.216

Properties
Relative energy (zero: lowest compared OMol25 entry of this formula, charge and spin) ... 274.7 kJ/mol
Total charge ... 0
LUMO level (alpha / beta) ... -0.7409 / -0.7418 eV
HOMO energy (alpha / beta) ... -9.4 / -9.4 eV



The following is a DFT calculation (ωB97M-V/def2-TZVPD) of 2 unconnected molecules or ions with the total composition C4H13N in a non-equilibrium geometry.

Last column: natural (NBO) charge in e.
CARTESIAN COORDINATES (ANGSTROEM)
C (3.20, 2.05, 3.92)  -0.419
H (-1.57, 0.04, -2.52)  0.207
H (2.46, 1.48, 4.49)  0.191
H (-3.23, -3.13, -3.17)  0.208
C (-1.14, -0.62, -1.78)  -0.613
H (-1.78, -2.74, -1.17)  0.202
H (1.70, 3.20, 3.12)  0.349
H (4.01, 2.27, 4.62)  0.188
H (-0.87, -2.47, -2.66)  0.187
N (2.65, 3.31, 3.47)  -0.829
H (-0.06, -0.71, -1.83)  0.207
H (-1.32, -0.25, -0.77)  0.204
H (3.13, 3.68, 2.66)  0.351
H (-3.67, -1.45, -2.68)  0.198
C (-1.67, -2.07, -2.01)  -0.396
H (-2.50, -1.76, -3.94)  0.196
C (-2.88, -2.11, -2.98)  -0.602
H (3.54, 1.28, 3.22)  0.169

Properties
Relative energy (zero: lowest compared OMol25 entry of this formula, charge and spin) ... 45.2 kJ/mol
SMILES ... CCC.CN
Total charge ... 0
LUMO level ... 1.0442 eV
HOMO energy ... -9.4 eV



The following is a DFT calculation (ωB97M-V/def2-TZVPD) of a molecular structure, C30H34AsGaIN5O2S.

Last column: Löwdin charge in e.
CARTESIAN COORDINATES (ANGSTROEM)
H (4.33, -4.31, 2.16)  0.113
C (-0.46, 0.43, 2.51)  -0.099
H (-1.09, 2.74, -0.67)  0.035
C (2.76, -2.88, 1.87)  -0.635
C (0.85, 3.99, 2.21)  0.004
H (3.12, -3.13, -0.47)  0.047
C (-1.90, -1.21, -0.73)  -0.281
C (-2.59, -0.40, 3.66)  -0.173
C (-5.53, -0.66, -2.94)  -0.062
H (-2.91, 2.27, 3.95)  0.127
C (3.99, 0.26, -1.52)  -0.466
H (2.71, -3.42, -2.04)  0.109
C (2.40, -5.24, 2.03)  -0.043
C (0.34, 1.50, 2.09)  -0.271
H (0.93, -2.42, -1.00)  0.089
H (-6.44, -0.51, -3.50)  0.114
H (-4.56, -1.75, -4.51)  0.114
Ga (1.60, -0.06, 0.16)  0.195
C (3.18, 4.80, -2.35)  -0.040
N (2.92, -2.69, -1.36)  0.021
H (1.90, 3.73, 2.27)  0.091
C (-5.41, -0.17, -1.65)  -0.057
H (1.61, -1.40, -2.08)  0.083
H (0.62, 4.78, 2.92)  0.094
H (-3.53, 0.04, 3.99)  0.131
C (4.02, 2.59, -2.14)  -0.434
C (1.39, -2.68, 1.72)  -0.349
C (0.00, -0.93, 2.41)  -0.005
H (-2.08, -1.24, 0.35)  0.052
I (4.00, -1.22, 1.81)  1.231
C (-1.69, 1.84, -0.52)  -0.201
N (0.90, -1.35, 1.57)  -0.005
H (-2.57, 1.88, -1.16)  0.051
C (-4.24, -0.36, -0.93)  -0.058
C (-1.98, 2.01, 3.46)  -0.068
H (-6.24, 0.36, -1.20)  0.114
C (3.27, -4.16, 2.03)  -0.119
C (2.89, 2.22, -1.41)  -0.267
C (0.52, -3.77, 1.71)  -0.011
H (-0.11, -0.41, -3.40)  0.035
N (1.76, -1.86, -1.19)  -0.059
C (-3.17, -1.04, -1.50)  -0.318
H (0.08, 1.34, -3.16)  0.039
H (-2.16, -0.95, 4.50)  0.135
H (0.37, -5.90, 1.87)  0.122
H (3.28, 5.82, -2.70)  0.123
H (-2.48, -2.10, -3.24)  0.113
H (-1.54, 0.62, -3.34)  0.046
H (1.28, 5.16, -1.43)  0.120
H (-1.37, -2.13, -1.01)  0.073
C (-1.67, 0.70, 3.21)  -0.146
H (2.80, -6.24, 2.16)  0.124
H (5.06, 4.18, -3.18)  0.125
H (-4.17, 0.01, 0.09)  0.111
N (-1.16, 3.03, 3.15)  0.153
O (1.42, 1.37, 1.35)  -0.113
H (4.17, -0.80, -1.38)  0.044
N (2.90, 0.85, -1.07)  -0.031
C (2.04, 4.43, -1.62)  -0.037
C (-4.47, -1.35, -3.51)  -0.061
C (-3.30, -1.54, -2.80)  -0.065
H (-2.00, 1.77, 0.52)  0.034
H (-0.38, -1.65, 3.13)  0.154
H (-0.54, -3.61, 1.59)  0.125
C (1.89, 3.14, -1.15)  -0.028
H (0.65, 4.37, 1.21)  0.073
H (-3.51, -1.91, 2.78)  0.110
O (-2.80, -1.29, 2.55)  -0.074
C (-0.54, 0.48, -2.94)  -0.234
H (1.03, 2.87, -0.55)  0.065
C (-0.03, 2.81, 2.51)  -0.249
As (-0.66, 0.28, -1.02)  1.211
S (5.07, 1.24, -2.36)  1.193
C (4.18, 3.90, -2.62)  -0.050
C (1.04, -5.05, 1.87)  -0.037

Properties
Relative energy (zero: lowest compared OMol25 entry of this formula, charge and spin) ... 0.0 kJ/mol
Total charge ... +2
LUMO level ... -5.8772 eV
HOMO energy ... -13.6 eV



The following is a DFT calculation (ωB97M-V/def2-TZVPD) of a molecular structure, C16H8Cl5N2Os in a non-equilibrium geometry.

Last column: natural (NBO) charge in e.
CARTESIAN COORDINATES (ANGSTROEM)
C (-0.16, 3.28, 2.34)  -0.193
C (-1.21, -3.02, 1.33)  -0.087
H (-0.22, 3.63, 3.36)  0.283
Cl (-2.66, -2.16, 0.89)  0.318
H (-0.39, -1.34, -2.82)  0.240
C (-0.35, 1.93, 2.05)  0.075
H (0.29, 5.20, 1.48)  0.278
H (0.50, 3.46, -2.68)  0.262
C (-0.20, -0.27, -2.82)  0.074
Cl (0.33, -6.32, 2.87)  0.352
C (-0.11, -2.22, 1.00)  -0.089
C (-0.01, 2.28, -0.22)  0.162
H (-0.56, 1.22, 2.85)  0.240
C (0.13, 4.14, 1.30)  -0.061
H (0.03, -0.13, -4.95)  0.282
Cl (2.86, -4.64, 2.18)  0.229
C (0.04, 0.40, -4.01)  -0.192
C (-1.15, -4.29, 1.90)  -0.089
H (0.45, 4.31, -0.81)  0.262
C (0.28, 1.77, -3.96)  -0.062
Cl (-2.54, -5.19, 2.27)  0.227
C (0.16, -4.79, 2.17)  0.082
Os (-1.04, -0.57, 0.23)  1.137
C (0.03, 1.67, -1.57)  0.172
Cl (2.53, -1.79, 0.89)  0.233
H (0.48, 2.33, -4.86)  0.278
C (0.21, 3.64, 0.01)  -0.173
N (-0.29, 1.46, 0.81)  -0.454
C (1.31, -4.02, 1.86)  -0.111
C (0.29, 2.40, -2.73)  -0.175
N (-0.22, 0.35, -1.64)  -0.456
C (1.18, -2.73, 1.27)  -0.043

Properties
Total charge ... +3
LUMO level (alpha / beta) ... -14.1041 / -14.0976 eV
HOMO energy (alpha / beta) ... -18.8 / -18.8 eV



The following is a DFT calculation (ωB97M-V/def2-TZVPD) of a single C5H4S molecule in a non-equilibrium geometry.

Last column: natural (NBO) charge in e.
CARTESIAN COORDINATES (ANGSTROEM)
C (1.02, 0.29, 0.13)  -0.135
H (4.19, -1.16, -0.24)  0.191
C (2.25, -0.14, -0.05)  -0.071
S (-2.57, -0.80, -0.19)  0.029
H (-2.61, -1.27, 1.31)  0.156
C (-1.66, 0.67, -0.13)  -0.687
C (3.32, -0.80, -0.23)  -0.138
C (-0.21, 0.42, -0.15)  0.114
H (-1.73, 1.46, 0.61)  0.271
H (-1.99, 1.32, -1.06)  0.268

Properties
Relative energy (zero: lowest compared OMol25 entry of this formula, charge and spin) ... 386.4 kJ/mol
SMILES ... C#CC#CCS
Total charge ... 0
LUMO level ... 0.4029 eV
HOMO energy ... -8.9 eV



The following is a DFT calculation (ωB97M-V/def2-TZVPD) of a single C29H29N3O6S molecule in a non-equilibrium geometry.

Last column: natural (NBO) charge in e.
CARTESIAN COORDINATES (ANGSTROEM)
C (-1.54, 1.33, -1.24)  0.353
C (4.55, 0.74, 1.35)  0.319
H (5.42, -2.55, 0.98)  0.219
O (2.83, -3.71, 0.42)  -0.496
H (3.15, 2.16, -1.38)  0.221
H (-8.85, -1.10, 1.64)  0.194
H (-6.13, -2.10, 2.66)  0.213
N (1.24, 3.08, 0.23)  -0.496
C (6.45, -0.66, 0.93)  -0.061
C (-6.06, -0.81, 0.02)  0.304
H (5.00, -1.55, -0.41)  0.215
H (-5.35, -0.01, 1.89)  0.217
C (0.89, -0.62, -0.09)  -0.234
C (-5.13, -0.21, 0.85)  -0.306
C (-7.76, -1.03, 1.70)  -0.062
N (-0.34, 1.57, -1.58)  -0.579
H (-7.50, -0.04, 2.09)  0.170
C (5.81, -1.86, 0.23)  -0.648
C (-7.22, -2.14, 2.61)  -0.638
C (1.05, -0.52, -1.46)  -0.031
H (-0.47, 4.07, -2.03)  0.269
O (3.10, -3.57, -1.86)  -0.483
C (-1.00, 3.71, 0.04)  -0.432
H (1.33, -1.71, 1.72)  0.230
H (0.32, 0.12, 0.44)  0.246
C (2.34, -2.51, -1.42)  0.224
O (-0.27, 1.98, 1.57)  -0.593
C (3.28, 1.89, -0.34)  -0.120
H (-7.62, -2.01, 3.61)  0.215
H (-4.21, -0.94, -2.81)  0.213
H (6.56, -2.38, -0.36)  0.214
C (4.36, 1.10, 0.02)  -0.323
C (3.36, -4.35, -0.72)  0.238
C (0.48, 0.62, -2.27)  -0.256
H (-3.15, 0.56, 1.04)  0.231
H (7.28, -1.00, 1.56)  0.193
H (-0.05, 0.20, -3.14)  0.177
C (2.39, 2.33, 0.62)  0.079
H (4.44, -4.48, -0.60)  0.159
C (-0.21, 4.43, -1.04)  -0.517
H (1.32, 1.21, -2.67)  0.212
N (-2.27, 0.20, -1.45)  -0.625
H (3.82, 0.94, 3.34)  0.225
H (1.90, 2.35, 2.70)  0.231
H (-6.44, -1.55, -1.95)  0.226
S (-2.42, 2.70, -0.51)  0.264
C (2.18, -2.60, -0.04)  0.283
O (5.57, -0.03, 1.83)  -0.493
H (6.85, 0.05, 0.19)  0.170
C (-3.54, -0.12, -0.95)  0.088
C (1.46, -1.66, 0.65)  -0.259
H (5.04, 0.77, -0.76)  0.219
C (3.65, 1.21, 2.31)  -0.257
H (2.88, -5.34, -0.84)  0.154
H (-1.45, 4.39, 0.77)  0.262
H (-7.52, -3.11, 2.23)  0.216
C (1.80, -1.48, -2.15)  -0.263
C (-3.87, 0.12, 0.37)  -0.156
C (-0.01, 2.80, 0.73)  0.749
O (2.21, 4.46, -1.34)  -0.564
C (2.59, 2.00, 1.95)  -0.173
C (-5.71, -1.08, -1.31)  -0.248
O (-7.33, -1.17, 0.36)  -0.494
H (1.94, -1.42, -3.22)  0.222
C (-4.47, -0.73, -1.79)  -0.202
H (-0.32, 5.51, -1.02)  0.241
C (1.23, 4.03, -0.78)  0.730
H (-1.87, -0.45, -2.11)  0.406

Properties
Relative energy (zero: lowest compared OMol25 entry of this formula, charge and spin) ... 0.0 kJ/mol
SMILES ... CCOc1ccc(N/C(=N\Cc2ccc3c(c2)OCO3)S[C@@H]2CC(=O)N(c3ccc(OCC)cc3)C2=O)cc1
Total charge ... 0
LUMO level ... 0.6214 eV
HOMO energy ... -7.9 eV



The following is a DFT calculation (ωB97M-V/def2-TZVPD) of 13 unconnected molecules or ions with the total composition C36H68F3N3O31S2 in a non-equilibrium geometry.

Last column: Löwdin charge in e.
CARTESIAN COORDINATES (ANGSTROEM)
H (0.50, -4.61, -4.56)  0.139
O (-3.23, -2.95, -3.91)  0.101
H (2.83, -4.25, 2.85)  0.077
H (-0.77, 1.79, 1.02)  0.152
H (3.18, 0.47, -1.00)  0.082
H (8.70, -2.87, -1.53)  0.143
O (0.19, 3.00, -0.30)  -0.218
H (2.21, 4.23, 3.26)  0.136
H (2.08, 2.27, 1.86)  0.097
H (0.13, 3.84, -1.87)  0.078
O (4.80, -3.05, 0.24)  -0.222
O (2.48, -1.18, -3.50)  0.103
O (-0.36, -5.18, 3.91)  0.081
S (5.50, -2.18, -0.64)  0.622
C (2.76, -0.30, 4.03)  -0.287
C (-2.35, -3.82, -3.35)  -0.571
H (-4.66, 1.25, -3.36)  0.113
H (2.72, 0.44, -2.64)  0.094
H (2.37, 5.26, 1.44)  0.137
H (0.51, 2.76, 2.06)  0.043
O (4.70, -1.37, -1.50)  -0.250
O (-0.44, 4.98, 1.89)  -0.255
H (1.24, 4.24, 0.55)  0.060
C (1.30, -5.61, 2.32)  -0.287
C (-3.26, 3.69, -3.87)  -0.548
C (0.81, -1.61, -0.27)  -0.029
C (-5.56, -4.15, 2.68)  -0.554
O (-2.06, 6.60, 2.80)  -0.178
H (8.02, -3.58, -0.02)  0.139
C (-0.36, -4.18, 3.00)  -0.565
H (2.06, 0.48, 4.32)  0.124
O (-2.84, 4.87, 1.20)  -0.184
C (-3.92, -1.42, 1.65)  -0.021
O (-1.65, -3.23, -2.37)  0.073
H (-1.94, -1.44, -1.36)  0.107
C (2.36, -4.63, -6.55)  -0.005
O (-3.75, 2.66, -4.52)  0.103
O (-2.19, -4.94, -3.71)  0.177
H (1.24, -6.43, 4.37)  0.133
O (2.85, 2.72, 4.44)  0.028
H (-0.63, 4.25, -3.39)  0.084
O (4.44, 0.71, 2.81)  0.088
H (-2.87, -1.68, 1.51)  0.064
H (0.29, 5.41, -2.47)  0.128
O (-4.17, 4.16, -2.99)  0.080
H (-5.38, -1.57, -2.94)  0.093
H (1.53, 5.81, 0.10)  0.139
H (-5.66, 1.87, -4.65)  0.149
H (1.89, -1.50, -0.17)  0.067
C (4.18, 0.26, 4.16)  -0.033
H (2.96, 1.87, -1.85)  0.122
H (1.06, 4.16, -3.20)  0.139
F (-2.65, 2.90, -0.39)  0.128
H (2.33, -1.46, 5.82)  0.100
N (1.96, 5.00, 0.54)  0.303
C (0.79, 3.64, 4.84)  -0.065
H (-7.38, 3.20, -2.66)  0.101
H (-2.51, 6.79, -1.41)  0.148
N (0.18, 4.44, -2.75)  0.270
O (0.93, -2.71, -3.92)  0.054
O (-4.32, -3.60, 2.63)  0.077
H (-3.73, -2.03, 3.74)  0.148
H (2.56, -4.57, -7.61)  0.087
C (-1.92, -1.83, -2.38)  -0.100
C (7.92, -2.79, -0.77)  -0.152
O (3.71, 0.14, 0.76)  0.094
H (-0.42, -3.26, -5.27)  0.134
C (1.33, 2.35, 2.65)  -0.017
H (0.60, -2.60, 0.12)  0.087
O (6.48, -1.22, 0.23)  -0.220
H (-1.00, -0.78, 0.56)  0.097
O (0.25, 0.74, -0.37)  -0.136
H (-4.44, -0.72, -1.69)  0.063
O (1.63, 3.69, 6.00)  0.088
H (1.18, -6.29, 1.49)  0.151
C (0.03, -0.47, 0.39)  -0.186
C (-1.87, 1.87, -0.79)  -0.515
H (-6.70, 4.76, -2.26)  0.090
H (1.85, -5.55, -6.27)  0.089
C (2.84, 3.15, 5.72)  -0.550
H (-5.86, -1.86, 4.43)  0.132
H (3.44, -2.24, 4.80)  0.091
H (-1.56, 5.32, -1.13)  0.093
N (2.61, 0.93, -1.74)  0.294
C (2.56, -1.60, 4.76)  -0.001
H (8.48, -1.27, 0.77)  0.137
H (-6.83, 4.22, -3.97)  0.099
C (1.78, 3.32, 3.71)  -0.283
F (-1.70, 1.99, -2.12)  0.148
C (-3.44, 5.47, 0.04)  -0.134
H (0.58, -0.24, 1.31)  0.105
H (0.67, -1.62, -1.36)  0.059
O (0.57, -4.40, 2.06)  0.065
C (-5.26, 3.25, -2.85)  -0.301
H (1.60, 0.95, -1.46)  0.097
O (3.77, 3.11, 6.46)  0.199
O (-5.81, -5.26, 2.37)  0.181
C (-3.24, -1.75, -3.16)  -0.310
C (2.78, -5.28, 2.48)  -0.003
C (1.70, -3.37, -6.02)  -0.263
C (0.57, -6.18, 3.55)  -0.075
C (-4.49, -1.62, -2.31)  -0.021
C (-5.81, -1.99, 3.35)  -0.085
H (-1.10, -1.30, -2.88)  0.124
H (3.32, -4.78, -6.03)  0.096
H (4.92, -0.51, 4.38)  0.143
C (2.08, -2.10, -4.17)  -0.557
O (-6.45, -3.23, 3.11)  0.071
H (0.02, -7.09, 3.28)  0.137
H (-4.64, -2.46, -1.62)  0.095
O (-1.08, -3.23, 3.05)  0.147
H (3.37, -5.38, 1.58)  0.078
O (2.66, -2.60, -5.26)  0.106
H (1.75, -2.19, 4.32)  0.082
F (-2.58, 0.77, -0.53)  0.154
H (-4.47, -1.72, 0.76)  0.080
H (-6.31, -1.13, 2.90)  0.129
C (-0.53, 1.90, -0.05)  -0.437
O (6.68, -2.87, -1.47)  -0.178
H (-5.18, 2.79, -1.86)  0.145
C (7.89, -1.41, -0.13)  -0.115
C (-4.36, -2.20, 2.87)  -0.319
C (-6.61, 3.92, -2.94)  -0.003
H (0.29, 4.60, 4.73)  0.134
H (-3.95, -0.33, 1.72)  0.083
H (4.28, 1.11, 4.83)  0.118
O (-1.48, 6.68, 0.39)  -0.192
H (-4.21, 6.19, 0.27)  0.151
H (8.01, -0.59, -0.84)  0.133
H (0.98, 1.40, 3.02)  0.094
H (-3.81, 4.65, -0.57)  0.099
H (0.01, 2.89, 4.97)  0.146
H (-3.19, -0.86, -3.80)  0.143
C (0.57, -3.61, -4.99)  -0.033
O (-2.17, 4.18, -4.03)  0.106
C (-2.22, 6.05, -0.67)  -0.160
C (3.62, 0.10, 1.95)  -0.565
H (1.30, -2.74, -6.81)  0.154
H (2.68, 4.66, -0.10)  0.147
S (-1.62, 5.78, 1.74)  0.651
O (2.66, -0.57, 2.61)  0.078
H (3.25, -5.88, 3.26)  0.086
C (-4.94, 2.16, -3.89)  -0.038

Properties
Total charge ... +2
LUMO level ... -5.8173 eV
HOMO energy ... -13.5 eV